[1]
Formula: H22NO9
Source: OMol25
Level of theory: ωB97M-V with the def2-TZVPD basis set

Spin multiplicity: 2
Strongest force on any atom (eV Å⁻¹): 1.3
Frontier orbital gap (spin up / spin down) (eV): 2.88 / 11.18

Structure (XYZ):
```
32
Properties=species:S:1:pos:R:3:lowdin_charge:R:1
N 0.031 0.253 0.291 0.2684
H 0.306 0.788 -0.520 0.0683
H 0.325 0.629 1.181 0.0664
H 0.148 -0.745 0.188 0.0519
H -0.977 0.302 0.241 0.0545
O 1.865 -1.246 -2.562 -0.0903
H 1.974 -1.156 -1.615 -0.0497
H 1.258 -1.978 -2.665 0.0152
O -0.685 -2.409 -0.556 -0.1022
H -0.221 -3.004 0.033 0.0171
H -1.549 -2.806 -0.666 0.0258
O -1.065 0.170 -3.250 -0.0811
H -0.178 -0.182 -3.168 -0.0190
H -1.458 -0.335 -3.962 0.0256
O -0.240 0.815 2.958 -0.0876
H -0.813 1.362 3.494 0.0577
H 0.442 0.518 3.561 0.0503
O 1.416 2.030 -1.576 -0.0772
H 1.319 2.783 -2.158 0.0609
H 2.306 1.715 -1.736 0.0455
O -2.797 0.078 0.197 -0.0594
H -3.141 -0.815 0.193 0.0355
H -3.574 0.635 0.153 0.0501
O 0.549 3.627 0.627 -0.0761
H -0.312 3.905 0.317 0.0225
H 0.923 3.139 -0.107 -0.0364
O 2.836 -1.513 0.094 -0.1452
H 3.592 -0.973 -0.137 0.0107
H 3.216 -2.313 0.459 0.0209
O -2.083 -1.222 3.294 -0.0954
H -2.026 -1.479 4.214 0.0216
H -1.387 -0.574 3.182 -0.0494
```

[2]
Formula: H22NO9
Source: OMol25
Level of theory: ωB97M-V with the def2-TZVPD basis set

Strongest force on any atom (eV Å⁻¹): 11.9
Charge: +1
Frontier orbital gap (eV): 10.55

Structure (XYZ):
```
32
Properties=species:S:1:pos:R:3:lowdin_charge:R:1
N 14.504 35.186 52.059 0.3462
H 13.818 35.226 52.846 0.1088
H 15.274 35.812 52.352 0.1198
H 14.210 35.409 51.184 0.0573
H 15.143 34.412 52.024 0.1440
O 14.475 35.194 54.985 -0.0695
H 15.378 34.997 54.934 -0.0005
H 14.656 36.115 55.520 0.1670
O 11.634 33.231 51.793 0.0080
H 11.747 33.870 52.574 -0.1006
H 11.238 32.545 52.020 -0.0987
O 11.761 34.566 53.605 0.1831
H 12.357 34.146 54.029 -0.0110
H 11.811 35.434 53.478 -0.0174
O 16.141 36.065 49.381 -0.1124
H 15.415 36.487 48.776 0.0427
H 16.315 35.176 49.044 0.0319
O 11.753 37.344 53.073 -0.0639
H 10.831 37.579 53.115 0.0598
H 12.016 38.183 53.621 0.1423
O 13.769 36.697 48.221 -0.0688
H 13.254 36.891 47.422 0.0783
H 13.401 35.863 48.596 0.0156
O 13.760 38.257 51.069 -0.0493
H 13.480 38.309 50.181 -0.0037
H 12.882 37.952 51.390 0.0131
O 12.485 34.354 49.287 -0.0106
H 11.957 34.016 49.835 -0.1368
H 11.734 34.535 48.553 0.1657
O 17.633 35.761 52.583 -0.0899
H 18.190 36.406 52.976 0.0149
H 18.331 35.207 52.014 0.1347
```